(1)
Computed, not measured: a cluster of 2 separate species, C4H7NO in total, with ωB97M-V/def2-TZVPD.

The geometry in XYZ format:
```
13
Properties=species:S:1:pos:R:3:lowdin_charge:R:1
C 2.0296 0.2012 -0.5675 -0.129
N 0.6705 -0.1312 -0.9431 0.001
C -1.7676 1.0939 1.0850 0.214
C -0.1043 -0.6086 -0.0578 -0.226
C -1.4371 -1.1395 -0.4988 -0.311
O -2.1024 -1.8996 0.1586 0.033
H 2.3970 1.0305 -1.1788 0.073
H 2.6556 -0.6695 -0.7971 0.086
H 2.1544 0.4441 0.4980 0.077
H -1.5229 1.1879 2.1677 -0.032
H -1.4513 2.0701 0.6642 -0.036
H 0.1790 -0.7515 0.9985 0.127
H -1.7006 -0.8277 -1.5291 0.122
```

Values from the calculation:
Energy above the lowest of the compared OMol25 structures with the same formula, charge and spin: 151.7 kcal per mole
M: 85.106 u
E_HOMO (spin up / spin down): -9.75 / -9.72 eV
Charge: 0

***

(2)
Computed, not measured: an isolated molecule of C4H7NO at a distorted geometry, with ωB97M-V/def2-TZVPD.

The geometry in XYZ format:
```
13
Properties=species:S:1:pos:R:3:lowdin_charge:R:1
C -1.5646 -0.4838 -0.2040 -0.062
C -0.1202 -0.3207 -0.7118 -0.351
C 0.5963 1.1317 -0.1654 -0.133
N 1.3576 0.7008 0.9640 0.003
C 1.4915 -0.5247 1.0711 -0.043
O 0.7424 -1.3099 -0.1628 -0.126
H -2.1828 -1.2489 -0.7010 0.076
H -1.5245 -0.7526 0.8568 0.079
H -2.0844 0.4738 -0.3117 0.070
H -0.0791 -0.2336 -1.8112 0.129
H 1.3139 1.5603 -0.8952 0.112
H -0.0664 1.9573 0.1621 0.108
H 2.1337 -0.9374 1.8997 0.138
```

Values from the calculation:
SMILES: C[C@H]1CN=CO1
Energy above the lowest of the compared OMol25 structures with the same formula, charge and spin: 56.8 kcal per mole
M: 85.106 u
E_HOMO: -9.84 eV
Charge: 0

***

(3)
Computed, not measured: a cluster of 2 separate species, C4H7NO in total, with ωB97M-V/def2-TZVPD.

The geometry in XYZ format:
```
13
Properties=species:S:1:pos:R:3:lowdin_charge:R:1
O -2.5301 -0.6779 1.2563 -0.129
C -0.5097 0.4725 -0.1293 -0.033
C 0.4761 1.2975 -0.9199 -0.121
C 0.9621 -0.0972 -0.8821 -0.220
N 1.6892 -0.3255 0.3648 0.075
C 0.2730 -0.4667 0.5621 -0.184
H -2.3128 -0.0401 1.9476 0.028
H -2.1207 -0.2447 0.4700 -0.035
H 1.1492 1.9854 -0.4064 0.120
H 0.0379 1.6892 -1.8342 0.103
H 0.9182 -0.8455 -1.6642 0.151
H 2.1141 -1.2522 0.3854 0.114
H -0.1588 -1.3910 0.9458 0.132
```

Values from the calculation:
Energy above the lowest of the compared OMol25 structures with the same formula, charge and spin: 122.1 kcal per mole
M: 85.106 u
E_HOMO: -8.57 eV
Charge: 0

***

(4)
Computed, not measured: an isolated molecule of C4H7NO, with ωB97M-V/def2-TZVPD.

The geometry in XYZ format:
```
13
Properties=species:S:1:pos:R:3:lowdin_charge:R:1
O 1.1613 -2.0896 -1.6124 -0.017
C 1.2017 -0.9944 -0.7935 -0.189
C 0.3444 -0.8262 0.2124 -0.148
N 0.1672 0.3496 0.9786 -0.103
C -0.1422 1.5597 0.2331 -0.144
C -1.2015 0.8455 0.9813 -0.148
H 0.2505 -2.4037 -1.5775 0.092
H 2.0001 -0.3078 -1.0542 0.123
H -0.2992 -1.6553 0.5045 0.122
H -0.1641 1.4721 -0.8531 0.106
H 0.2800 2.4829 0.6178 0.101
H -1.5697 1.2210 1.9319 0.100
H -1.9290 0.2898 0.3889 0.105
```

Values from the calculation:
SMILES: O/C=C/N1CC1
Energy above the lowest of the compared OMol25 structures with the same formula, charge and spin: 67.3 kcal per mole
M: 85.106 u
E_HOMO: -8.08 eV
Charge: 0

***

(5)
Computed, not measured: a cluster of 2 separate species, C4H7NO in total at a distorted geometry, with ωB97M-V/def2-TZVPD.

The geometry in XYZ format:
```
13
Properties=species:S:1:pos:R:3:lowdin_charge:R:1
C 1.6427 1.0888 0.0545 -0.071
C 1.3480 -0.2836 0.1888 -0.627
N 2.4728 -0.9786 -0.0960 0.106
O 0.1972 -0.8099 0.1432 -0.007
H 1.2332 1.7330 -0.8269 0.120
H 2.7619 1.2485 -0.2290 0.099
H 1.3337 1.7250 0.9891 0.125
H 2.4484 -2.0472 0.0695 0.151
H 3.4481 -0.7456 -0.3332 0.112
C -3.6688 -0.0104 -0.0731 0.010
C -4.8307 -0.2801 0.0095 0.009
H -2.6153 -0.1122 -0.1204 0.004
H -5.7712 -0.5275 0.2241 -0.031
```

Values from the calculation:
SMILES: CC(N)=O.C#C
Energy above the lowest of the compared OMol25 structures with the same formula, charge and spin: 88.4 kcal per mole
M: 85.106 u
E_HOMO: -10.06 eV
Charge: 0

***

(6)
Computed, not measured: an isolated molecule of C4H7NO at a distorted geometry, with ωB97M-V/def2-TZVPD.

The geometry in XYZ format:
```
13
Properties=species:S:1:pos:R:3:lowdin_charge:R:1
C -2.0102 0.0920 0.0052 -0.015
N -0.5467 -0.1872 -0.0034 -0.099
C 0.2065 -1.4334 -0.0128 -0.182
C 1.4855 -0.6545 -0.0086 -0.058
C 0.5738 0.6282 0.0295 -0.423
O 0.6515 1.8478 -0.0120 0.052
H -2.2605 0.7803 -0.8034 0.082
H -2.3793 0.4056 0.9834 0.077
H -2.5075 -0.9095 -0.1747 0.098
H 0.0134 -1.9746 -0.9294 0.112
H 0.1055 -2.0597 0.8943 0.121
H 2.0352 -0.7304 0.9714 0.130
H 2.0746 -0.7772 -0.9011 0.104
```

Values from the calculation:
SMILES: CN1CCC1=O
Energy above the lowest of the compared OMol25 structures with the same formula, charge and spin: 29.6 kcal per mole
M: 85.106 u
E_HOMO: -9.35 eV
Charge: 0

***

(7)
Computed, not measured: an isolated molecule of C4H7NO, with ωB97M-V/def2-TZVPD.

The geometry in XYZ format:
```
13
Properties=species:S:1:pos:R:3:lowdin_charge:R:1
O 2.4956 0.5180 1.2445 0.051
C 1.5335 0.5213 0.5149 -0.256
C 0.1148 0.5980 1.0505 -0.162
N -0.9684 -0.0003 0.2907 -0.121
C -0.6814 -1.2125 -0.4492 -0.145
C -0.9802 0.0568 -1.1587 -0.147
H 1.6743 0.5203 -0.5860 0.117
H -0.1069 1.6649 1.1919 0.131
H 0.1255 0.1386 2.0446 0.128
H -1.4302 -1.9975 -0.3887 0.102
H 0.3521 -1.5676 -0.4600 0.106
H -0.1664 0.5446 -1.6940 0.095
H -1.9623 0.2153 -1.6004 0.102
```

Values from the calculation:
SMILES: O=CCN1CC1
Energy above the lowest of the compared OMol25 structures with the same formula, charge and spin: 59.0 kcal per mole
M: 85.106 u
E_HOMO: -9.16 eV
Charge: 0

***

(8)
Computed, not measured: an isolated molecule of C4H7NO, with ωB97M-V/def2-TZVPD.

The geometry in XYZ format:
```
13
Properties=species:S:1:pos:R:3:lowdin_charge:R:1
C -1.8446 -0.0792 -0.1894 -0.073
C -0.4416 0.2003 0.1914 -0.250
C 0.4955 1.2283 0.0906 -0.468
O 0.5362 2.4490 0.0377 -0.011
C 1.6539 0.1744 0.0184 -0.027
N 0.5922 -0.8791 0.2553 0.046
H -2.3318 -0.8601 0.4124 0.067
H -1.9299 -0.3717 -1.2491 0.072
H -2.4172 0.8420 -0.0567 0.083
H 2.0364 0.0650 -1.0012 0.121
H 2.4791 0.1478 0.7350 0.114
H 0.6001 -1.2785 1.1920 0.159
H 0.5717 -1.6381 -0.4365 0.165
```

Values from the calculation:
SMILES: CC1=C([O-])C[NH2+]1
Energy above the lowest of the compared OMol25 structures with the same formula, charge and spin: 70.6 kcal per mole
M: 85.106 u
E_HOMO: -7.26 eV
Charge: 0

***

(9)
Computed, not measured: an isolated molecule of C4H7NO at a distorted geometry, with ωB97M-V/def2-TZVPD.

The geometry in XYZ format:
```
13
Properties=species:S:1:pos:R:3:lowdin_charge:R:1
O 1.6489 0.4540 -1.4847 0.047
C 1.1728 0.4161 -0.3544 -0.703
C 0.7563 -0.8758 0.0730 -0.161
C -0.6741 -0.7619 0.1962 -0.291
C -1.2829 0.4665 0.4289 0.103
N 0.8196 1.5364 0.1404 0.193
H 1.0311 -1.6394 -0.6529 0.137
H 1.2232 -1.1104 1.0187 0.131
H -1.0496 -1.0090 -0.8617 0.161
H -1.1179 -1.5818 0.7537 0.140
H -2.2413 0.6282 -0.0586 0.092
H -1.1634 1.1159 1.2549 0.060
H 0.8773 2.3613 -0.4535 0.091
```

Values from the calculation:
Energy above the lowest of the compared OMol25 structures with the same formula, charge and spin: 118.0 kcal per mole
M: 85.106 u
E_HOMO (spin up / spin down): -8.98 / -8.55 eV
Charge: 0

***

(10)
Computed, not measured: an isolated molecule of C4H7NO, with ωB97M-V/def2-TZVPD.

The geometry in XYZ format:
```
13
Properties=species:S:1:pos:R:3:lowdin_charge:R:1
C 0.2172 -1.1674 1.0258 -0.038
C 0.2254 0.2995 0.5806 -0.307
C 0.7989 0.5006 -0.8255 -0.176
N -0.3891 0.4171 -1.6869 0.064
C -1.3659 0.6857 -0.9273 -0.248
O -1.1548 0.8107 0.4014 -0.037
H -0.7401 -1.3873 1.5000 0.081
H 1.0095 -1.3704 1.7543 0.079
H 0.3576 -1.8668 0.1917 0.082
H 0.6320 0.9564 1.3477 0.138
H 1.2281 1.5028 -0.9504 0.116
H 1.5594 -0.2285 -1.1240 0.114
H -2.3781 0.8475 -1.2875 0.132
```

Values from the calculation:
SMILES: C[C@H]1CN=CO1
Energy above the lowest of the compared OMol25 structures with the same formula, charge and spin: 25.9 kcal per mole
M: 85.106 u
E_HOMO: -9.60 eV
Charge: 0

***

(11)
Computed, not measured: an isolated molecule of C4H7NO, with ωB97M-V/def2-TZVPD.

The geometry in XYZ format:
```
13
Properties=species:S:1:pos:R:3:lowdin_charge:R:1
C 0.3132 0.8151 1.3100 -0.045
C -0.5028 -0.1182 0.4334 -0.339
C -0.6202 0.3339 -1.0367 -0.168
N 0.3680 -0.4779 -1.7573 0.068
C 0.7204 -1.3735 -0.9352 -0.239
O 0.2130 -1.3743 0.3183 -0.034
H 0.4927 0.3640 2.2901 0.082
H 1.2823 1.0202 0.8408 0.091
H -0.2110 1.7660 1.4528 0.085
H -1.4718 -0.3403 0.8881 0.141
H -1.6129 0.1339 -1.4565 0.114
H -0.4116 1.4017 -1.1608 0.113
H 1.4179 -2.1789 -1.1429 0.132
```

Values from the calculation:
SMILES: C[C@H]1CN=CO1
Energy above the lowest of the compared OMol25 structures with the same formula, charge and spin: 22.0 kcal per mole
M: 85.106 u
E_HOMO: -9.60 eV
Charge: 0

***

(12)
Computed, not measured: an isolated molecule of C4H7NO at a distorted geometry, with ωB97M-V/def2-TZVPD.

The geometry in XYZ format:
```
13
Properties=species:S:1:pos:R:3:lowdin_charge:R:1
C -1.4971 -0.3909 0.3469 -0.059
C -0.3090 -0.0737 -0.5759 -0.316
C 0.5937 1.1339 -0.2043 -0.024
C 1.5937 0.0864 0.2678 -0.506
O 2.6791 0.1120 0.7874 0.069
N 0.7684 -0.9313 -0.1001 0.090
H -2.0172 -1.3099 0.0862 0.071
H -1.2666 -0.4792 1.4177 0.090
H -2.1916 0.4152 0.2361 0.060
H -0.4552 -0.1605 -1.6713 0.143
H 0.9570 1.7332 -1.0383 0.116
H 0.2405 1.7930 0.5843 0.116
H 0.9041 -1.9284 -0.1364 0.149
```

Values from the calculation:
SMILES: C[C@H]1CC(=O)N1
Energy above the lowest of the compared OMol25 structures with the same formula, charge and spin: 22.6 kcal per mole
M: 85.106 u
E_HOMO: -9.63 eV
Charge: 0

***

Which value of energy above the lowest of the compared OMol25 structures with the same formula, charge and spin does entry 10 give? 25.9 kcal per mole

***

Look up the charge of the seventh one. 0